DFT (ωB97M-V/def2-TZVPD) results for a cluster of 6 separate species, C26H48ClN6O in total.

```
82
Properties=species:S:1:pos:R:3:lowdin_charge:R:1
C -1.1654 0.7578 -2.2480 -0.10
O -1.0634 0.8910 -3.6507 -0.19
C -0.4808 -0.2389 -4.2867 -0.23
C 1.0280 -0.0476 -4.4622 -0.17
C 1.8907 -0.9763 -3.5894 -0.21
C 2.6072 -0.2583 -2.4474 -0.23
C 3.4767 0.9389 -2.8987 -0.48
N 3.1923 2.1087 -2.0646 -0.60
Cl 2.7616 3.4547 -3.1216 0.23
H -2.1936 0.5722 -1.9583 0.04
H -0.8563 1.6904 -1.7859 0.08
H -0.5191 -0.0225 -1.8577 0.07
H -0.6836 -1.1445 -3.7212 0.10
H -0.9854 -0.3488 -5.2399 0.10
H 1.2681 -0.2421 -5.4982 0.06
H 1.2390 0.9958 -4.2657 0.09
H 1.2194 -1.7069 -3.1396 0.09
H 2.5611 -1.5642 -4.2005 0.10
H 1.8799 0.1111 -1.7407 0.07
H 3.2649 -0.9857 -1.9821 0.09
H 3.3501 1.1620 -3.9562 0.05
H 4.5302 0.6694 -2.7315 0.07
C -1.4882 -0.3445 2.2704 -0.11
C -2.4876 -1.4854 2.1084 -0.27
C -2.8892 -1.7204 0.6497 -0.18
C -3.5353 -0.5269 0.0926 -0.24
N -4.0397 0.4040 -0.3339 0.16
H -1.9017 0.6076 1.9427 0.05
H -1.2069 -0.2302 3.3180 0.06
H -0.5796 -0.5349 1.6965 0.08
H -3.3784 -1.2722 2.7050 0.11
H -2.0450 -2.4023 2.5075 0.09
H -3.5863 -2.5548 0.5685 0.11
H -2.0109 -1.9564 0.0470 0.12
C 0.4393 6.3584 1.2748 -0.12
C 1.4628 5.3573 0.7468 -0.26
C 0.8269 4.0724 0.2119 -0.19
C 0.0815 3.3841 1.2730 -0.23
N -0.4864 2.8462 2.1067 0.14
H -0.1168 5.9525 2.1220 0.06
H 0.9341 7.2698 1.6147 0.06
H -0.2766 6.6329 0.4973 0.07
H 2.1686 5.1105 1.5427 0.11
H 2.0364 5.8164 -0.0588 0.11
H 1.5973 3.3964 -0.1737 0.09
H 0.1433 4.2944 -0.6078 0.12
C -0.0298 -4.9760 6.2578 -0.14
C -0.7976 -4.1082 5.2716 -0.26
C -2.2409 -4.5727 5.0464 -0.19
C -2.2702 -5.9292 4.4860 -0.24
N -2.2929 -6.9845 4.0506 0.14
H 0.0671 -6.0051 5.9044 0.07
H 0.9715 -4.5839 6.4057 0.05
H -0.5272 -4.9929 7.2278 0.07
H -0.2718 -4.0902 4.3147 0.11
H -0.8153 -3.0822 5.6466 0.09
H -2.7475 -3.8972 4.3563 0.10
H -2.7985 -4.5718 5.9839 0.12
C 0.5621 0.5567 6.5593 -0.10
C -0.7070 0.2079 7.3291 -0.26
C -0.4276 -0.5036 8.6592 -0.19
C 0.2823 -1.7684 8.4338 -0.22
N 0.8347 -2.7443 8.2170 0.17
H 1.1202 -0.3389 6.2826 0.07
H 0.3168 1.0856 5.6387 0.07
H 1.2171 1.1975 7.1528 0.08
H -1.3439 -0.4236 6.7060 0.10
H -1.2672 1.1217 7.5345 0.11
H -1.3608 -0.7208 9.1789 0.11
H 0.1819 0.1239 9.3103 0.12
C 0.5655 0.2635 -10.8189 -0.12
C 0.2287 1.1133 -9.5984 -0.26
C 1.1382 0.8261 -8.4000 -0.18
C 1.0177 -0.5713 -7.9737 -0.26
N 0.9058 -1.6619 -7.6545 0.16
H 0.4295 -0.7991 -10.6136 0.07
H -0.0848 0.5214 -11.6558 0.07
H 1.5992 0.4209 -11.1334 0.07
H -0.8112 0.9413 -9.3147 0.11
H 0.3187 2.1697 -9.8583 0.11
H 0.8733 1.4633 -7.5556 0.12
H 2.1809 1.0219 -8.6524 0.12
```

LUMO energy ... 1.8 eV
Charge ... -1

=====

DFT (ωB97M-V/def2-TZVPD) results for a cluster of 4 separate species, C26H48F3NO12Si in total.

```
91
Properties=species:S:1:pos:R:3:lowdin_charge:R:1
C -3.8702 -1.2754 -3.2585 -0.06
C -3.8825 -0.1850 -2.1694 -0.26
O -4.0096 -0.7132 -0.8602 -0.14
C -2.8904 -1.4444 -0.3795 -0.17
C -1.8124 -0.5118 0.1810 -0.18
O -0.5874 -1.1322 0.5411 -0.14
C 0.3272 -1.4969 -0.5272 -0.31
C 0.3153 -0.5504 -1.7240 -0.37
C 1.3545 -0.9776 -2.7802 -0.04
N 0.5224 0.8370 -1.2469 -0.02
C 1.8663 1.1865 -0.8008 -0.18
C 1.7186 2.0837 0.4276 -0.19
O 2.9147 2.8242 0.6343 -0.13
C 2.9908 3.3490 1.9304 -0.12
C 4.1176 4.3584 1.9744 -0.58
F 4.0754 5.2142 0.9340 0.14
F 4.0561 5.0939 3.1098 0.13
F 5.3298 3.7506 1.9556 0.13
Si 0.3043 -3.3889 -0.8940 0.57
C 2.0971 -3.8726 -1.2653 -0.17
C -0.1705 -4.2516 0.6806 -0.16
C -0.7944 -3.8734 -2.3458 -0.17
H -4.0539 -2.2604 -2.8228 0.08
H -2.9049 -1.3018 -3.7745 0.06
H -4.6254 -1.0679 -4.0177 0.07
H -3.0064 0.4578 -2.2934 0.09
H -4.7580 0.4549 -2.3094 0.12
H -3.3007 -2.0512 0.4344 0.11
H -2.5195 -2.1269 -1.1561 0.10
H -1.6322 0.3426 -0.4708 0.10
H -2.2383 -0.1012 1.1046 0.12
H 1.3312 -1.3633 -0.0942 0.10
H -0.6532 -0.5397 -2.2330 0.13
H 1.5746 -0.1337 -3.4412 0.09
H 0.9852 -1.7894 -3.4112 0.07
H 2.2837 -1.3209 -2.3165 0.07
H 0.2469 1.4541 -1.9988 0.11
H 2.4268 0.2954 -0.5206 0.09
H 2.4212 1.7503 -1.5604 0.13
H 1.4973 1.4651 1.3087 0.13
H 0.8661 2.7540 0.2692 0.13
H 3.2078 2.5521 2.6549 0.14
H 2.0606 3.8413 2.2362 0.15
H 2.7709 -3.0533 -1.0018 0.01
H 2.3876 -4.7530 -0.6887 0.03
H 2.2415 -4.0929 -2.3258 0.03
H -1.2058 -4.0955 0.9687 0.02
H 0.4626 -3.8511 1.4826 0.04
H 0.0334 -5.3258 0.6274 0.04
H -1.7689 -4.1911 -1.9529 0.03
H -0.3876 -4.7301 -2.8904 0.03
H -1.0001 -3.0550 -3.0412 0.02
C -1.0487 5.9902 -2.0486 -0.01
C -1.4489 5.2162 -3.2921 -0.31
C -2.9326 5.1341 -3.5806 -0.09
O -3.0356 3.8979 -4.2985 0.07
C -2.0179 3.1050 -3.9001 -0.57
O -1.9170 1.9509 -4.1706 0.16
O -1.1296 3.8107 -3.1665 0.07
H -1.9163 6.2652 -1.4480 0.08
H -0.3856 5.3897 -1.4301 0.08
H -0.5254 6.9071 -2.3138 0.08
H -0.9113 5.5841 -4.1687 0.16
H -3.3114 5.9500 -4.1903 0.14
H -3.5214 5.0526 -2.6641 0.14
C 5.2957 0.0739 0.4211 0.00
C 4.4686 -0.7749 1.3718 -0.31
C 4.9993 -0.9113 2.7821 -0.09
O 4.4835 -2.1856 3.1829 0.06
C 4.3132 -2.9333 2.0633 -0.56
O 4.0713 -4.0930 2.0548 0.17
O 4.4568 -2.1588 0.9612 0.07
H 6.2521 0.3573 0.8626 0.09
H 5.4962 -0.4792 -0.4949 0.09
H 4.7724 0.9898 0.1511 0.07
H 3.4260 -0.4407 1.3875 0.14
H 4.6519 -0.1385 3.4636 0.14
H 6.0908 -0.9554 2.8004 0.14
C -3.1959 0.1183 4.8708 -0.01
C -3.8914 -1.2114 4.6403 -0.31
C -3.1951 -2.4364 5.1945 -0.09
O -3.6388 -3.4684 4.3051 0.07
C -3.9192 -2.8897 3.1157 -0.56
O -4.1018 -3.4793 2.1012 0.16
O -3.9312 -1.5439 3.2362 0.08
H -2.1985 -0.0165 5.2907 0.08
H -3.0982 0.6569 3.9301 0.09
H -3.7644 0.7400 5.5604 0.08
H -4.9272 -1.1752 4.9859 0.16
H -3.4734 -2.6807 6.2164 0.14
H -2.1083 -2.3565 5.1154 0.14
```

LUMO energy ... 0.3 eV
Structure (SMILES) ... CCOCCO[C@H]([C@H](C)NCCOCC(F)(F)F)[Si](C)(C)C.C[C@@H]1COC(=O)O1.C[C@@H]1COC(=O)O1.C[C@@H]1COC(=O)O1

=====

DFT (ωB97M-V/def2-TZVPD) results for a structure of composition C26H48MoO2P2.

```
79
Properties=species:S:1:pos:R:3:mulliken_spin:R:1
Mo 0.0634 0.3164 1.0809 0.22
C 1.4149 -2.3398 0.3071 -0.01
C 0.4221 -2.4048 1.4738 0.02
C -0.6099 -1.6365 -0.5751 0.02
C 0.8009 -1.8333 -0.8256 -0.01
C -0.8642 -1.9381 0.7870 0.00
C 2.8692 -2.6336 0.3788 -0.01
H 3.2748 -2.5910 1.3983 0.00
H 3.4562 -1.9272 -0.2316 0.00
H 3.0627 -3.6368 -0.0244 0.00
C 1.4255 -1.5421 -2.1538 0.05
H 2.5181 -1.6755 -2.1301 -0.01
H 1.2130 -0.4962 -2.4414 0.00
H 1.0189 -2.1982 -2.9439 0.00
C -1.6411 -1.5435 -1.6616 0.00
H -1.6028 -2.4152 -2.3441 0.00
H -1.4843 -0.6465 -2.2757 0.00
H -2.6527 -1.4912 -1.2396 0.00
C -2.2415 -2.2009 1.2990 -0.01
H -2.2453 -2.8486 2.1802 0.00
H -2.8688 -2.7126 0.5474 0.00
H -2.7651 -1.2738 1.5680 0.00
C 0.2087 -3.6429 2.3692 -0.01
H -0.3037 -4.4316 1.8119 0.00
H -0.4218 -3.3626 3.2290 0.00
H 1.1635 -4.0317 2.7505 0.00
C 0.9416 2.3379 1.2754 0.04
C 1.6167 1.3705 2.0778 -0.04
C 1.3710 1.4314 3.5995 -0.05
C -0.0283 1.1211 3.9261 0.74
C -0.9648 0.6053 2.9931 -0.06
C -1.5794 1.3777 1.9208 0.18
C -1.4401 2.8831 1.9694 -0.02
C 0.0226 3.3637 1.9330 0.06
H 1.6356 2.4421 3.9854 0.03
H -0.3658 1.3464 4.9477 -0.08
H 2.0585 0.7387 4.1407 0.04
H 0.3399 3.6442 2.9505 0.00
H 1.3708 2.6685 0.3166 -0.02
H 2.5901 1.0013 1.7466 0.00
H 0.0648 4.3078 1.3671 0.00
H -1.9941 3.3396 1.1354 -0.01
H -2.5763 1.0350 1.6411 -0.01
H -1.9265 3.2761 2.8747 0.00
H 0.0892 -0.4656 5.0357 0.00
H -1.5060 -0.3077 3.2831 0.00
P 3.8936 0.9771 -3.5930 0.68
C 5.1162 0.1613 -4.7189 0.07
H 5.9347 0.8442 -4.9845 0.03
H 4.5970 -0.1685 -5.6285 0.00
H 5.5235 -0.7230 -4.2108 0.00
C 3.4925 2.4294 -4.6634 0.07
H 4.4059 2.9158 -5.0315 0.03
H 2.9003 3.1439 -4.0770 0.00
H 2.8856 2.0870 -5.5123 0.00
C 5.0936 1.8132 -2.4627 0.06
H 5.8535 2.3658 -3.0318 0.03
H 5.5763 1.0525 -1.8344 0.00
H 4.5382 2.5027 -1.8129 0.00
P -4.3493 0.5373 -2.9234 0.00
C -5.8829 -0.3592 -2.4064 0.00
H -6.7753 0.0967 -2.8564 0.00
H -5.9624 -0.3285 -1.3115 0.00
H -5.8029 -1.4079 -2.7228 0.00
C -4.9081 2.2525 -2.5258 0.00
H -5.8779 2.4743 -2.9914 0.00
H -4.1498 2.9584 -2.8896 0.00
H -4.9851 2.3538 -1.4352 0.00
C -4.6812 0.5599 -4.7429 0.00
H -5.6190 1.0842 -4.9703 0.00
H -4.7324 -0.4735 -5.1100 0.00
H -3.8446 1.0661 -5.2428 0.00
C 0.4389 -1.5791 6.5926 0.00
O -0.2631 -1.3250 5.3876 0.03
C 0.9654 -1.2727 2.3239 0.00
O 1.7923 -1.4559 3.1718 -0.05
H 1.4610 -1.9279 6.3966 0.00
H -0.0721 -2.3580 7.1536 0.00
H 0.5072 -0.6764 7.2103 0.00
```

ΔE to the lowest compared entry with this formula, charge and spin ... 72.10 kJ/mol
LUMO energy (alpha / beta) ... -6.8 / -10.4 eV
Expectation value of S² ... 2.324
Spin multiplicity ... 3
Charge ... +2

=====

DFT (ωB97M-V/def2-TZVPD) results for a cluster of 3 separate species, C26H48N2O6 in total.

```
82
Properties=species:S:1:pos:R:3:mulliken_spin:R:1
C 3.5595 -0.7801 1.4760 0.00
C 2.4941 0.4677 1.2310 0.00
O 3.0751 1.6628 0.9319 0.00
O 1.0083 0.3243 1.3714 0.00
C 0.4791 1.6333 1.7891 0.00
C -1.0926 1.6314 2.2555 0.00
C -2.0395 0.5168 1.5154 0.00
C -2.4690 -0.8589 2.3077 0.00
C -3.6805 -1.3079 1.2468 0.00
C -4.4022 0.1986 1.1943 0.00
O -5.6821 0.4804 0.9348 0.00
O -3.3590 1.2320 1.4889 0.00
H 3.2080 -1.5387 2.3064 0.00
H 3.8516 -1.2981 0.4545 0.00
H 4.5639 -0.2648 1.8638 0.00
H 0.5734 2.4075 0.9075 0.00
H 1.1089 1.9482 2.7521 0.00
H -1.1441 1.6060 3.4397 0.00
H -1.5341 2.6982 1.9528 0.00
H -1.6955 0.2601 0.4040 0.00
H -1.6879 -1.7464 2.3898 0.00
H -3.0853 -0.6833 3.3127 0.00
H -3.2139 -1.4529 0.1626 0.00
H -4.3715 -2.2046 1.5463 0.00
C 8.3735 3.6425 -0.9012 0.02
C 7.5962 2.4571 -0.2643 0.02
C 6.5011 2.9924 0.6994 0.02
C 7.0442 3.4979 2.0331 -0.02
C 7.9406 2.4555 2.6914 0.02
C 9.0770 1.9606 1.7577 0.02
N 8.5701 1.5342 0.4112 0.29
O 7.9390 0.2864 0.5681 0.63
C 10.1403 3.0799 1.6014 0.01
C 9.8589 0.8220 2.4908 -0.01
C 6.8680 1.7919 -1.4806 -0.01
H 9.3780 3.3393 -1.2191 -0.01
H 7.8725 4.0251 -1.7992 0.00
H 8.4638 4.5016 -0.2330 0.00
H 5.7729 2.1999 0.9100 0.00
H 5.9379 3.8011 0.2174 0.00
H 7.5872 4.4379 1.8943 0.00
H 6.2057 3.7289 2.7008 0.00
H 8.3632 2.8776 3.6121 0.00
H 7.3173 1.6082 3.0061 0.00
H 10.9123 2.7928 0.8784 -0.01
H 10.6467 3.2756 2.5544 0.00
H 9.7286 4.0405 1.2950 0.00
H 9.2132 -0.0131 2.7883 0.00
H 10.3194 1.1932 3.4147 0.00
H 10.6647 0.4252 1.8584 0.00
H 7.5897 1.3832 -2.1956 0.00
H 6.2488 2.5233 -2.0150 0.00
H 6.1870 0.9879 -1.1768 0.00
C -9.2434 -3.7994 -3.1811 0.01
C -7.7327 -3.4524 -3.2925 0.03
C -6.9175 -4.2762 -2.2575 0.02
C -7.0428 -3.7665 -0.8244 -0.02
C -6.7455 -2.2735 -0.7448 0.03
C -7.6009 -1.4344 -1.7309 0.03
N -7.5536 -1.9696 -3.1320 0.28
O -6.3022 -1.6281 -3.6774 0.64
C -9.0671 -1.3814 -1.2256 0.02
C -7.1366 0.0562 -1.6437 -0.01
C -7.3364 -3.9644 -4.7182 -0.01
H -9.8718 -2.9800 -3.5496 -0.01
H -9.5068 -4.6788 -3.7819 0.00
H -9.5512 -4.0433 -2.1620 0.00
H -5.8549 -4.2644 -2.5283 0.00
H -7.2260 -5.3286 -2.2867 0.00
H -8.0398 -3.9806 -0.4271 0.00
H -6.3388 -4.3111 -0.1839 0.00
H -6.9088 -1.9309 0.2850 0.00
H -5.6778 -2.1191 -0.9486 0.00
H -9.7146 -0.8689 -1.9461 -0.01
H -9.1363 -0.8304 -0.2798 0.00
H -9.4982 -2.3598 -1.0176 0.00
H -6.0682 0.1814 -1.8572 0.00
H -7.2934 0.4583 -0.6351 0.00
H -7.7030 0.6881 -2.3411 0.00
H -7.8726 -3.4128 -5.4974 0.00
H -7.5814 -5.0275 -4.8355 0.00
H -6.2603 -3.8819 -4.9125 0.00
```

ΔE to the lowest compared entry with this formula, charge and spin ... 730.31 kJ/mol
LUMO energy (alpha / beta) ... 0.5 / -0.3 eV
Expectation value of S² ... 2.010
Spin multiplicity ... 3

=====

DFT (ωB97M-V/def2-TZVPD) results for a structure of composition C26H48OP2Ru.

```
78
Properties=species:S:1:pos:R:3:mulliken_spin:R:1
Ru -1.1852 0.6380 -0.0160 2.24
C 2.9436 0.7678 -0.8435 0.00
C 2.5183 2.0060 -1.3989 0.03
C 2.0770 2.0493 0.8647 0.55
C 2.6902 0.7915 0.5589 0.13
C 1.9824 2.7972 -0.3535 0.36
C 3.5695 -0.3384 -1.6078 0.02
H 3.0466 -0.5287 -2.5598 0.00
H 3.5668 -1.2807 -1.0413 0.00
H 4.6175 -0.0998 -1.8632 0.00
C 2.9508 -0.3391 1.4822 -0.09
H 3.8141 -0.9318 1.1388 0.01
H 2.0794 -1.0202 1.4898 0.06
H 3.1351 0.0014 2.5089 0.01
C 1.5994 2.4943 2.1913 -0.01
H 1.4303 3.5758 2.2005 0.01
H 2.3047 2.2035 2.9863 0.00
H 0.6274 2.0351 2.4273 0.02
C 1.3407 4.1203 -0.5546 0.00
H 2.0524 4.8906 -0.9127 0.00
H 0.9000 4.4761 0.3883 -0.01
H 0.5351 4.0480 -1.3130 0.00
C 2.6793 2.4233 -2.8074 0.02
H 3.6871 2.8201 -2.9861 0.03
H 1.9673 3.2131 -3.0502 0.00
H 2.5247 1.5985 -3.5100 0.01
C -1.4851 -1.2696 -0.7467 -0.02
C -0.2082 -0.8117 -1.2385 0.33
C 0.0013 -0.4421 -2.6872 0.08
C -0.6027 0.9233 -3.0332 0.14
C -1.3099 1.5474 -1.8578 0.27
C -2.5935 1.0658 -1.3840 -0.03
C -3.2787 -0.1196 -2.0664 0.14
C -2.6924 -1.4680 -1.6371 0.12
H -0.3840 -1.2146 -3.3734 0.00
H -1.3061 0.8363 -3.8718 -0.01
H 1.0879 -0.3603 -2.8185 0.01
H -2.4473 -2.0969 -2.5013 -0.01
H -1.4358 -2.1343 -0.0611 -0.10
H 0.6672 -1.3031 -0.7817 -0.09
H -3.4336 -2.0592 -1.0773 -0.02
H -4.3379 -0.1034 -1.7844 0.01
H -3.2905 1.8767 -1.1173 -0.02
H -3.2036 -0.0338 -3.1567 -0.01
H 0.1827 1.6118 -3.3888 -0.02
H -1.1591 2.6272 -1.8361 -0.09
P 0.8372 -3.8085 -0.0269 0.00
C 1.7936 -4.3376 1.4471 0.00
H 1.9470 -5.4285 1.4426 0.00
H 1.2280 -4.0361 2.3432 0.00
H 2.7636 -3.8119 1.4637 0.00
C -0.6346 -4.9095 0.0072 0.00
H -0.3300 -5.9656 -0.0133 0.00
H -1.2666 -4.6761 -0.8636 0.00
H -1.2177 -4.6996 0.9164 0.00
C 1.7427 -4.4819 -1.4778 0.00
H 1.1914 -4.1956 -2.3887 0.00
H 1.8269 -5.5768 -1.4305 0.00
H 2.7421 -4.0244 -1.5364 0.00
P -2.4632 1.6544 1.8363 0.02
C -2.5957 3.4477 1.5724 0.04
H -3.6504 3.6877 1.3898 0.01
H -1.9749 3.7749 0.7301 -0.01
H -2.2675 3.9666 2.4824 0.00
C -4.0905 0.8850 1.5775 0.06
H -4.4097 0.9928 0.5348 -0.02
H -4.8023 1.3698 2.2519 0.01
H -4.0079 -0.1814 1.8201 0.00
C -2.1988 1.5582 3.6294 0.00
H -3.0269 2.1110 4.0985 0.00
H -1.2422 2.0304 3.9014 0.00
H -2.2267 0.5103 3.9522 0.01
C 0.0181 -0.6569 3.0975 0.27
C -1.0656 -0.9999 2.1867 0.35
O -1.7729 -1.9567 2.0569 0.29
H 0.5743 0.2175 2.7161 -0.06
H 0.7025 -1.5194 3.1626 -0.02
H -0.3482 -0.4232 4.1208 0.01
```

ΔE to the lowest compared entry with this formula, charge and spin ... 113.27 kJ/mol
LUMO energy (alpha / beta) ... -3.3 / -4.9 eV
Expectation value of S² ... 8.788
Spin multiplicity ... 6
Charge ... +1